Entry from the Open Molecules 2025 dataset: a cluster of 8 separate species, C44H110N8O7 in total in a non-equilibrium geometry (wB97M-V/def2-TZVPD).

The geometry in XYZ format:
```
169
Properties=species:S:1:pos:R:3
C 2.93 2.43 5.36
N 2.24 3.35 4.36
C 3.15 4.55 4.12
C 2.24 2.52 2.99
C 0.85 3.86 4.68
C -0.29 2.86 4.57
O -0.21 1.92 5.53
H 3.84 2.04 4.92
H 2.39 1.49 5.39
H 3.19 2.94 6.29
H 2.80 5.14 3.28
H 4.20 4.30 3.93
H 3.01 5.21 4.97
H 1.79 1.52 3.04
H 3.27 2.39 2.63
H 1.77 3.09 2.19
H 0.62 4.64 3.96
H 0.89 4.30 5.68
H -0.32 2.34 3.61
H -1.18 3.44 4.78
H -0.16 2.32 6.41
C -0.67 -1.49 4.07
N -0.52 -2.17 5.49
C -1.50 -1.54 6.52
C -0.87 -3.67 5.42
C 0.88 -1.87 6.01
C 1.16 -2.43 7.42
O 1.15 -3.81 7.35
H -0.21 -2.05 3.26
H -0.35 -0.45 4.13
H -1.73 -1.57 3.82
H -1.55 -2.22 7.37
H -2.50 -1.47 6.10
H -1.09 -0.60 6.86
H -1.63 -3.82 4.65
H -1.26 -4.15 6.32
H 0.04 -4.21 5.21
H 0.86 -0.78 6.04
H 1.54 -2.17 5.20
H 0.50 -2.03 8.20
H 2.18 -2.14 7.66
H 1.57 -4.17 8.14
C 0.56 4.60 -3.57
N 0.44 5.10 -2.12
C -0.91 4.67 -1.51
C 1.67 4.52 -1.33
C 0.52 6.68 -1.98
C 1.61 7.40 -2.80
O 1.40 7.33 -4.18
H 0.44 3.51 -3.53
H 1.54 4.83 -4.00
H -0.21 5.05 -4.19
H -0.75 3.65 -1.18
H -1.79 4.73 -2.17
H -1.05 5.24 -0.59
H 1.84 3.47 -1.61
H 1.46 4.64 -0.27
H 2.63 4.95 -1.62
H 0.41 7.03 -0.95
H -0.42 6.94 -2.47
H 2.56 6.93 -2.53
H 1.52 8.42 -2.44
H 2.13 7.82 -4.56
C 2.57 -2.33 1.21
N 3.48 -1.60 0.22
C 4.83 -2.30 0.18
C 2.80 -1.69 -1.14
C 3.72 -0.10 0.64
C 4.25 0.91 -0.41
O 5.49 0.44 -1.00
H 3.19 -2.60 2.07
H 2.24 -3.30 0.86
H 1.68 -1.77 1.50
H 5.42 -2.06 -0.70
H 4.62 -3.37 0.20
H 5.33 -1.89 1.06
H 1.92 -1.04 -1.15
H 2.42 -2.66 -1.43
H 3.36 -1.33 -2.00
H 4.45 -0.21 1.44
H 2.76 0.27 1.00
H 4.41 1.88 0.06
H 3.48 1.07 -1.15
H 5.43 0.57 -1.95
C -4.36 1.57 4.78
C -4.71 1.16 3.31
C -3.77 1.83 2.26
N -4.40 1.71 0.80
C -5.74 2.43 0.73
C -4.49 0.21 0.32
C -4.51 0.28 -1.25
C -3.94 1.61 -1.67
C -3.46 2.24 -0.28
H -4.63 2.63 4.83
H -3.30 1.54 5.03
H -5.03 1.01 5.43
H -5.74 1.45 3.10
H -4.71 0.07 3.31
H -2.82 1.29 2.23
H -3.55 2.89 2.28
H -5.72 3.36 1.29
H -6.55 1.81 1.12
H -5.92 2.70 -0.31
H -5.36 -0.17 0.86
H -3.57 -0.25 0.69
H -5.52 0.17 -1.64
H -3.85 -0.49 -1.63
H -4.54 2.36 -2.19
H -3.13 1.51 -2.39
H -3.49 3.33 -0.22
H -2.42 1.95 -0.12
C -1.51 -3.20 0.91
C -1.25 -4.58 0.24
C -0.62 -4.37 -1.13
N -0.65 -5.67 -2.06
C 0.12 -6.89 -1.46
C -2.10 -6.14 -2.35
C -2.20 -6.49 -3.80
C -0.76 -6.42 -4.35
C -0.04 -5.45 -3.44
H -1.98 -2.54 0.17
H -0.56 -2.77 1.24
H -2.23 -3.27 1.72
H -2.23 -5.06 0.17
H -0.55 -5.21 0.80
H 0.45 -4.21 -0.99
H -1.01 -3.57 -1.77
H -0.22 -7.01 -0.43
H 1.15 -6.56 -1.44
H 0.04 -7.81 -2.04
H -2.36 -6.97 -1.69
H -2.81 -5.36 -2.08
H -2.69 -7.43 -4.06
H -2.92 -5.84 -4.31
H -0.25 -7.38 -4.32
H -0.69 -6.23 -5.42
H 1.03 -5.67 -3.37
H -0.30 -4.40 -3.60
C 0.54 0.36 -8.85
C 1.12 0.67 -7.40
C 0.70 -0.56 -6.58
N 1.29 -0.60 -5.11
C 2.76 -0.95 -5.11
C 0.52 -1.69 -4.25
C -0.79 -1.05 -3.80
C -0.53 0.42 -3.80
C 0.96 0.63 -4.25
H -0.45 -0.10 -8.82
H 1.09 -0.41 -9.40
H 0.55 1.26 -9.46
H 0.55 1.48 -6.94
H 2.20 0.78 -7.36
H 0.97 -1.52 -7.03
H -0.38 -0.50 -6.52
H 2.87 -1.61 -5.97
H 3.04 -1.45 -4.19
H 3.37 -0.05 -5.18
H 1.14 -1.94 -3.39
H 0.42 -2.62 -4.82
H -1.13 -1.33 -2.80
H -1.59 -1.38 -4.47
H -0.61 0.84 -2.80
H -1.12 0.99 -4.53
H 1.65 0.55 -3.41
H 1.06 1.53 -4.85
N -0.07 0.58 0.41
O 0.64 1.40 -0.12
O -0.17 0.44 1.59
O -0.71 -0.09 -0.41
```

- E: -2704.57801 a.u.
- Lowest unoccupied orbital energy: -11.554 eV
- Net charge: +6

Results of the Löwdin charge analysis, in e, for atoms 1 through 2: number 1, C, carries 0.03; number 2, N, carries -0.28